DFT (ωB97M-V/def2-TZVPD) results for 11 unconnected molecules or ions with the total composition C51H77Cl3N10O2.

Positions of all 143 atoms, in Å:
C1 5.029 3.002 0.951
Cl1 4.746 2.636 2.731
Cl2 6.305 1.965 0.449
Cl3 5.644 4.733 0.766
H1 4.163 2.931 0.294
C2 4.550 -7.236 0.259
C3 3.978 -6.313 -0.870
C4 2.511 -5.904 -0.408
C5 1.934 -4.621 -0.861
C6 2.984 -3.402 -1.068
C7 4.336 -3.822 -1.626
N1 4.823 -5.139 -1.103
O1 6.241 -5.263 -1.183
C8 4.088 -3.813 -3.176
C9 5.154 -2.601 -1.313
C10 3.843 -7.153 -2.182
H2 5.402 -7.755 -0.180
H3 3.921 -8.001 0.715
H4 4.932 -6.585 1.045
H5 1.869 -6.741 -0.684
H6 2.535 -6.069 0.669
H7 1.100 -4.364 -0.208
H8 1.412 -4.732 -1.811
H9 3.206 -2.810 -0.180
H10 2.423 -2.770 -1.756
H11 4.842 -4.302 -3.792
H12 3.118 -4.219 -3.461
H13 3.943 -2.802 -3.557
H14 5.347 -2.468 -0.249
H15 6.147 -2.786 -1.721
H16 4.748 -1.677 -1.725
H17 4.744 -7.744 -2.351
H18 3.627 -6.493 -3.022
H19 3.074 -7.913 -2.317
C11 -2.140 2.279 -1.360
C12 -1.121 2.114 -0.148
C13 -2.154 1.473 0.940
C14 -1.430 0.787 2.143
C15 -0.519 -0.279 1.671
C16 0.505 0.178 0.565
N2 -0.213 0.982 -0.468
O2 0.674 1.341 -1.586
C17 1.676 0.968 1.217
C18 1.067 -1.111 0.010
C19 -0.537 3.488 0.483
H20 -1.480 2.553 -2.183
H21 -2.859 3.060 -1.114
H22 -2.628 1.390 -1.760
H23 -2.864 2.205 1.324
H24 -2.708 0.720 0.380
H25 -2.221 0.345 2.750
H26 -0.842 1.445 2.783
H27 -1.128 -1.041 1.184
H28 -0.017 -0.784 2.495
H29 2.343 1.468 0.515
H30 1.335 1.713 1.935
H31 2.360 0.403 1.849
H32 1.633 -1.740 0.696
H33 0.295 -1.695 -0.492
H34 1.766 -0.821 -0.775
H35 -0.420 3.366 1.559
H36 -1.301 4.256 0.364
H37 0.456 3.750 0.118
N3 -3.325 3.404 6.737
C20 -3.403 2.328 5.844
C21 -4.017 2.791 4.699
C22 -4.364 4.167 4.893
C23 -3.871 4.528 6.128
H38 -2.850 3.382 7.628
H39 -2.968 1.395 6.173
H40 -4.131 2.272 3.758
H41 -4.965 4.789 4.246
H42 -3.890 5.424 6.732
N4 -1.190 -2.108 -5.625
C24 -2.094 -1.570 -4.755
C25 -1.384 -0.940 -3.742
C26 -0.058 -1.214 -3.985
C27 0.071 -1.715 -5.270
H43 -1.407 -2.700 -6.414
H44 -3.169 -1.674 -4.785
H45 -1.799 -0.562 -2.819
H46 0.770 -0.842 -3.399
H47 1.000 -1.996 -5.743
N5 0.259 7.531 -0.934
C28 1.167 8.292 -1.572
C29 2.236 8.395 -0.788
C30 2.036 7.528 0.329
C31 0.789 6.999 0.246
H48 -0.522 7.219 -1.494
H49 1.037 8.707 -2.560
H50 3.108 9.011 -0.955
H51 2.746 7.279 1.104
H52 0.270 6.235 0.805
N6 -1.877 -4.767 -0.399
C32 -1.773 -3.925 -1.450
C33 -2.660 -4.355 -2.457
C34 -3.212 -5.569 -1.969
C35 -2.737 -5.786 -0.762
H53 -1.298 -4.713 0.426
H54 -1.121 -3.064 -1.445
H55 -2.862 -3.804 -3.364
H56 -3.825 -6.241 -2.551
H57 -2.842 -6.600 -0.060
N7 -1.378 4.421 4.408
C36 -1.147 5.637 3.889
C37 0.238 5.881 3.641
C38 0.763 4.569 3.833
C39 -0.216 3.724 4.426
H58 -2.272 4.044 4.689
H59 -1.909 6.399 3.805
H60 0.788 6.777 3.396
H61 1.811 4.318 3.766
H62 -0.250 2.732 4.851
N8 -1.685 -5.230 4.040
C40 -0.786 -6.269 3.956
C41 0.194 -5.872 3.094
C42 0.076 -4.495 2.918
C43 -1.106 -4.080 3.486
H63 -2.616 -5.297 4.428
H64 -1.126 -7.197 4.391
H65 1.006 -6.470 2.709
H66 0.716 -3.768 2.439
H67 -1.683 -3.167 3.466
N9 1.361 2.551 -4.434
C44 1.972 3.624 -5.039
C45 1.164 3.984 -6.143
C46 0.033 3.140 -6.166
C47 0.217 2.282 -5.128
H68 1.701 2.048 -3.627
H69 2.844 4.116 -4.635
H70 1.378 4.853 -6.747
H71 -0.807 3.126 -6.845
H72 -0.461 1.559 -4.700
N10 -6.062 3.202 0.217
C48 -6.646 2.911 1.456
C49 -7.115 1.610 1.379
C50 -6.658 1.087 0.136
C51 -6.017 2.083 -0.532
H73 -5.709 4.121 -0.005
H74 -6.763 3.672 2.214
H75 -7.665 1.052 2.123
H76 -6.772 0.096 -0.277
H77 -5.537 2.112 -1.499

Summary:
* DFT total energy: -110689.175 eV
* <S²>: 2.01
* spin multiplicity: 3
* gap between HOMO and LUMO (alpha / beta): 7.903 / 6.800 eV
* total charge: 0
* HOMO energy (alpha / beta): -0.281 / -0.281 hartree

DFT (ωB97M-V/def2-TZVPD) results for a molecular structure, C51H77CsN4O2S.

Positions of all 136 atoms, in Å:
Cs1 0.124 0.371 0.045
C1 -2.936 -1.525 0.412
N1 -2.423 -1.376 1.754
C2 -2.191 -2.656 2.368
C3 -3.246 -0.527 2.589
C4 -3.235 0.951 2.195
N2 -1.926 1.425 1.832
C5 -1.894 2.749 1.192
C6 -2.861 2.925 0.052
C7 -4.018 3.647 0.274
C8 -4.947 3.890 -0.730
C9 -4.656 3.345 -1.978
C10 -3.529 2.596 -2.271
C11 -2.548 2.397 -1.243
O1 -1.443 1.784 -1.420
C12 -3.395 2.048 -3.698
C13 -2.280 1.016 -3.867
C14 -4.697 1.346 -4.128
C15 -3.120 3.211 -4.666
C16 -6.240 4.673 -0.521
C17 -6.374 5.189 0.912
C18 -6.283 5.881 -1.466
C19 -7.448 3.771 -0.809
C20 -0.916 1.194 2.902
C21 -0.042 2.357 3.282
C22 -0.472 3.211 4.268
C23 0.260 4.333 4.660
C24 1.462 4.534 4.007
C25 1.968 3.704 3.010
C26 1.214 2.562 2.606
O2 1.543 1.734 1.691
C27 3.334 4.087 2.434
C28 4.380 4.097 3.563
C29 3.863 3.151 1.352
C30 3.261 5.494 1.814
C31 -0.285 5.258 5.743
C32 -1.641 5.825 5.302
C33 0.646 6.438 6.031
C34 -0.472 4.477 7.052
H1 -3.928 -2.024 0.415
H2 -2.236 -2.120 -0.176
H3 -3.054 -0.559 -0.071
H4 -3.129 -3.229 2.523
H5 -1.710 -2.522 3.339
H6 -1.534 -3.251 1.735
H7 -2.888 -0.642 3.617
H8 -4.306 -0.873 2.597
H9 -3.682 1.526 3.040
H10 -3.895 1.114 1.338
H11 -0.876 2.898 0.821
H12 -2.071 3.549 1.935
H13 -4.172 4.030 1.278
H14 -5.362 3.520 -2.782
H15 -2.395 0.185 -3.174
H16 -1.297 1.441 -3.682
H17 -2.320 0.624 -4.890
H18 -4.935 0.536 -3.440
H19 -4.574 0.917 -5.126
H20 -5.554 2.016 -4.162
H21 -2.190 3.711 -4.401
H22 -3.920 3.951 -4.633
H23 -3.031 2.844 -5.693
H24 -5.553 5.855 1.178
H25 -6.382 4.373 1.633
H26 -7.309 5.745 1.021
H27 -5.443 6.548 -1.274
H28 -7.211 6.447 -1.335
H29 -6.221 5.570 -2.507
H30 -7.450 2.911 -0.139
H31 -7.419 3.387 -1.828
H32 -8.388 4.315 -0.677
H33 -0.277 0.343 2.623
H34 -1.448 0.887 3.810
H35 -1.427 2.991 4.740
H36 2.063 5.391 4.284
H37 4.464 3.109 4.015
H38 4.122 4.801 4.353
H39 5.362 4.375 3.169
H40 3.985 2.137 1.720
H41 4.837 3.532 1.022
H42 3.197 3.092 0.496
H43 2.973 6.248 2.545
H44 2.529 5.519 1.007
H45 4.234 5.777 1.401
H46 -1.541 6.400 4.382
H47 -2.058 6.478 6.076
H48 -2.359 5.030 5.111
H49 0.802 7.052 5.144
H50 1.624 6.103 6.381
H51 0.213 7.073 6.808
H52 -1.154 3.640 6.916
H53 -0.883 5.123 7.835
H54 0.478 4.073 7.401
C35 1.858 -1.072 -2.500
C36 2.965 -0.997 -1.510
C37 3.486 -2.122 -0.994
C38 1.400 -3.404 -1.761
C39 1.120 -2.186 -2.607
C40 -0.083 -2.268 -3.498
C41 1.051 -4.682 -2.536
C42 4.664 -2.101 -0.064
C43 3.497 0.352 -1.117
C44 1.644 0.129 -3.387
H55 0.140 -2.758 -4.450
H56 -0.494 -1.284 -3.723
H57 -0.863 -2.841 -2.997
H58 1.508 -4.711 -3.528
H59 -0.029 -4.774 -2.642
H60 1.385 -5.550 -1.966
H61 5.365 -2.906 -0.302
H62 4.375 -2.221 0.984
H63 5.217 -1.164 -0.138
H64 4.528 0.510 -1.461
H65 3.502 0.497 -0.037
H66 2.908 1.167 -1.525
H67 1.131 -0.139 -4.309
H68 2.600 0.574 -3.671
H69 1.056 0.929 -2.918
N3 3.056 -4.476 -0.292
C45 2.930 -3.483 -1.368
S1 0.302 -3.352 -0.297
N4 3.801 -4.095 -2.413
C46 4.006 -3.755 -3.729
C47 4.181 -4.799 -4.651
C48 4.455 -4.553 -5.980
C49 4.557 -3.254 -6.454
C50 4.392 -2.215 -5.551
C51 4.130 -2.446 -4.213
H70 2.256 -4.345 0.334
H71 3.916 -4.343 0.219
H72 3.729 -5.093 -2.281
H73 4.086 -5.823 -4.308
H74 4.574 -5.397 -6.651
H75 4.757 -3.058 -7.499
H76 4.469 -1.184 -5.878
H77 4.034 -1.609 -3.546

Summary:
* DFT total energy: -75578.479 eV
* spin multiplicity: 1
* gap between HOMO and LUMO: 5.681 eV
* total charge: -2
* HOMO energy: -0.072 hartree

| no. | largest force on an atom (eV/A) |
| --- | --- |
| 1 | 5.845 |
| 2 | 2.137 |